[1]
# C36H47AsN3O4Se2Tc

A structure of composition C36H47AsN3O4Se2Tc (ωB97M-V/def2-TZVPD, the Open Molecules 2025 dataset).

Last column: Mulliken charge in e.
Atoms and positions in Å:
Tc (-1.0654, -0.3181, 0.8637)  -0.248
O (0.7648, 0.3871, 6.3678)  -0.491
C (0.9115, 1.7025, 5.8191)  -1.472
C (0.4712, 1.7534, 4.3480)  2.298
C (0.9286, 3.1535, 3.8918)  -1.139
O (0.2953, 3.6785, 2.7552)  -0.510
C (1.2133, 0.6345, 3.6020)  -0.955
Se (1.3454, 0.8242, 1.6504)  -0.600
C (-1.0553, 1.5900, 4.3451)  -1.733
Se (-2.1168, 1.2782, 2.7056)  -0.348
H (0.8375, 0.4601, 7.3218)  0.311
H (1.9654, 2.0100, 5.8854)  0.398
H (0.3051, 2.4134, 6.3968)  0.455
H (2.0221, 3.1122, 3.7540)  0.206
H (0.7264, 3.8697, 4.7014)  0.467
H (0.3420, 2.9703, 2.0797)  0.113
H (0.7350, -0.3243, 3.7950)  0.227
H (2.2343, 0.5804, 3.9932)  0.526
H (-1.4917, 2.4973, 4.7761)  0.339
H (-1.2837, 0.7780, 5.0380)  0.573
C (0.4412, -2.5626, -0.3433)  -0.946
O (0.0881, -1.2397, -0.5765)  0.702
H (0.9814, -2.9741, -1.2115)  0.209
H (-0.4465, -3.1995, -0.1846)  -0.051
H (1.0836, -2.6827, 0.5414)  0.169
C (0.0691, 3.6247, -2.4748)  -0.696
C (-1.1940, 3.4969, -1.6208)  -0.870
C (-1.2277, 2.2390, -0.8817)  0.371
N (-1.2301, 1.2359, -0.3081)  0.000
H (0.0664, 4.5693, -3.0237)  0.471
H (0.1294, 2.8076, -3.1950)  -0.016
H (0.9610, 3.5826, -1.8501)  0.233
H (-2.0859, 3.5686, -2.2512)  0.274
H (-1.2463, 4.3151, -0.8979)  0.344
C (-4.1929, -2.2851, -0.8009)  -1.607
C (-3.9022, -1.0095, 0.0041)  1.354
C (-4.9968, -0.7999, 1.0600)  -1.444
C (-3.9317, 0.1849, -0.9581)  -1.752
N (-2.6399, -1.2034, 0.6927)  0.736
H (-5.1516, -2.2168, -1.3287)  0.422
H (-4.2231, -3.1510, -0.1349)  0.160
H (-3.3959, -2.4469, -1.5318)  0.289
H (-5.9775, -0.6480, 0.5910)  0.443
H (-4.7490, 0.0712, 1.6701)  0.227
H (-5.0533, -1.6625, 1.7248)  0.165
H (-4.9018, 0.2394, -1.4681)  0.583
H (-3.1437, 0.0927, -1.7077)  0.096
H (-3.7669, 1.1129, -0.4102)  0.244
C (4.8494, -3.1489, -1.1832)  -0.479
C (4.1167, -3.1237, -2.3616)  -0.694
C (3.1903, -2.1134, -2.5871)  -0.290
C (2.9857, -1.1085, -1.6472)  0.430
C (3.7035, -1.1586, -0.4535)  -0.143
C (4.6326, -2.1660, -0.2279)  -0.858
As (1.6966, 0.3724, -1.8380)  1.004
C (0.7362, -0.2344, -3.4494)  0.517
C (1.3059, -0.4521, -4.7030)  -0.020
C (0.5278, -0.8454, -5.7857)  -0.871
C (-0.8397, -1.0257, -5.6278)  -0.627
C (-1.4185, -0.8224, -4.3822)  -0.369
C (-0.6375, -0.4345, -3.3004)  -0.316
C (3.0349, 1.5896, -2.7363)  0.333
C (2.9428, 2.2021, -3.9850)  -0.205
C (3.8639, 3.1627, -4.3932)  -0.741
C (4.9025, 3.5383, -3.5560)  -0.437
C (4.9970, 2.9590, -2.2961)  -0.676
C (4.0695, 2.0107, -1.8937)  -0.718
H (5.5665, -3.9417, -1.0016)  0.337
H (4.2532, -3.9012, -3.1054)  0.378
H (2.6090, -2.1317, -3.5005)  0.424
H (3.4825, -0.4429, 0.3329)  0.103
H (5.1679, -2.1941, 0.7143)  0.383
H (2.3726, -0.3186, -4.8394)  0.550
H (0.9924, -1.0135, -6.7512)  0.354
H (-1.4491, -1.3325, -6.4707)  0.364
H (-2.4824, -0.9759, -4.2419)  0.455
H (-1.0749, -0.3272, -2.3150)  -0.205
H (2.1322, 1.9466, -4.6555)  0.298
H (3.7620, 3.6213, -5.3711)  0.371
H (5.6210, 4.2857, -3.8727)  0.338
H (5.7872, 3.2590, -1.6171)  0.387
H (4.1360, 1.6012, -0.8908)  0.331
O (-0.5510, -1.9304, 2.4057)  -0.511
N (-1.6678, -2.3803, 2.9194)  0.292
C (-2.4929, -3.1096, 2.1247)  0.105
C (-3.6711, -3.6259, 2.6674)  -0.634
C (-4.0645, -3.2701, 3.9382)  -0.283
C (-3.2502, -2.4113, 4.6808)  -0.809
C (-2.0657, -1.9729, 4.1368)  -0.049
H (-2.0510, -3.4408, 1.2041)  0.160
H (-4.2784, -4.2785, 2.0537)  0.355
H (-4.9937, -3.6433, 4.3514)  0.337
H (-3.5280, -2.0723, 5.6688)  0.397
H (-1.3701, -1.3099, 4.6274)  0.408

Force components x, y, z for each atom (eV/Å):
Tc 0.13 -0.02 0.23
O 0.00 0.01 0.00
C -0.01 -0.02 0.00
C 0.02 -0.03 0.02
C 0.01 0.01 0.03
O -0.01 0.01 0.02
C 0.02 0.01 0.03
Se -0.06 0.02 -0.03
C -0.04 -0.01 0.01
Se 0.05 -0.01 -0.04
H 0.01 0.00 0.00
H 0.00 0.00 0.00
H 0.00 0.00 0.00
H 0.00 0.00 -0.02
H 0.01 0.00 0.00
H 0.00 0.00 -0.02
H -0.01 -0.01 0.00
H 0.00 0.01 -0.02
H 0.00 0.02 -0.03
H -0.02 -0.02 0.00
C 0.00 -0.04 -0.01
O 0.00 -0.02 0.02
H -0.01 0.00 0.02
H 0.01 0.01 -0.01
H -0.01 0.00 0.00
C 0.00 0.00 0.00
C 0.04 0.03 0.04
C -0.09 -0.06 -0.07
N 0.05 0.09 -0.04
H 0.00 0.00 0.01
H -0.01 0.00 0.00
H 0.00 0.00 0.00
H -0.01 -0.01 0.01
H 0.00 0.00 0.00
C 0.01 -0.01 0.01
C -0.04 -0.01 0.00
C -0.01 0.00 0.00
C 0.01 0.00 0.00
N -0.08 0.00 -0.04
H 0.00 0.00 0.00
H -0.01 0.01 -0.02
H 0.00 0.00 0.00
H 0.00 0.00 0.00
H 0.01 0.00 0.00
H -0.01 0.02 -0.01
H 0.00 0.00 0.00
H -0.02 0.01 0.00
H -0.01 -0.01 0.00
C 0.00 0.01 0.01
C 0.00 0.01 0.00
C 0.03 0.02 -0.06
C 0.00 0.00 0.03
C -0.04 -0.02 0.02
C 0.01 -0.01 -0.01
As 0.04 0.04 -0.01
C -0.04 -0.01 0.01
C -0.02 0.04 -0.01
C -0.01 0.00 0.00
C 0.00 0.00 -0.01
C 0.01 0.00 0.01
C 0.00 -0.02 -0.01
C 0.06 -0.05 -0.01
C -0.02 0.04 0.03
C -0.01 -0.01 -0.01
C 0.01 0.01 0.00
C 0.00 0.00 0.00
C 0.01 -0.01 -0.04
H 0.00 0.00 0.00
H 0.00 0.00 0.00
H 0.03 -0.01 0.05
H -0.01 0.02 -0.01
H 0.00 0.00 0.00
H 0.00 0.02 -0.01
H 0.00 0.00 0.00
H 0.00 0.00 0.00
H 0.00 0.00 0.00
H 0.02 0.00 -0.02
H -0.02 -0.02 -0.02
H 0.00 0.00 0.00
H 0.00 0.00 0.00
H 0.00 0.00 0.00
H 0.01 -0.02 0.01
O 0.05 0.08 -0.11
N -0.04 -0.04 0.17
C 0.03 0.16 -0.22
C -0.08 -0.07 0.11
C 0.02 -0.03 -0.07
C 0.00 0.04 0.06
C 0.01 -0.03 -0.06
H 0.03 -0.10 0.06
H 0.00 0.00 0.01
H 0.00 0.00 0.00
H 0.00 0.00 0.00
H 0.01 0.03 0.01

Properties
E_LUMO = 4.414 eV
Charge = -2
HOMO energy = 0.24 eV
Orbital gap = 4.178 eV
Relative energy (zero: lowest compared OMol25 entry of this formula, charge and spin) = 20.3 kcal per mole

***

[2]
# C3H6N2S

The molecule C3H6N2S (ωB97M-V/def2-TZVPD, the Open Molecules 2025 dataset).

Last column: Mulliken charge in e.
Atoms and positions in Å:
H (3.0778, 1.3359, 0.2155)  0.239
N (2.0972, 1.1089, 0.3924)  -0.514
C (1.8019, 0.0275, -0.1348)  0.001
N (0.4607, -0.3894, -0.3208)  -0.206
C (-0.7430, 0.3640, -0.1141)  0.319
C (-1.9547, -0.4474, 0.2520)  -0.993
S (-0.7843, 1.9720, -0.1708)  -0.264
H (2.4722, -0.7870, -0.5546)  0.274
H (0.3485, -1.3272, -0.6193)  0.239
H (-1.6905, -1.2636, 0.9549)  0.300
H (-2.6390, 0.2500, 0.7704)  0.330
H (-2.4468, -0.8436, -0.6708)  0.274

Force components x, y, z for each atom (eV/Å):
H -0.08 -0.27 0.64
N 0.93 1.34 -0.10
C -1.12 -2.17 -1.45
N -0.78 1.38 0.70
C 1.73 -0.68 0.20
C -0.34 -0.17 -0.01
S -0.14 0.41 -0.12
H -0.37 1.09 0.39
H -0.17 -0.81 -0.02
H -0.16 0.27 -0.55
H 0.19 -0.54 -0.46
H 0.31 0.15 0.79

Properties
Structure (SMILES) = [H]/N=C/NC(C)=S
E_LUMO = 0.337 eV
Charge = 0
HOMO energy = -8.14 eV
Orbital gap = 8.479 eV
Relative energy (zero: lowest compared OMol25 entry of this formula, charge and spin) = 27.5 kcal per mole

***

[3]
# C19H17BF3NOS

A cluster of 2 separate species, C19H17BF3NOS in total (ωB97M-V/def2-TZVPD, the Open Molecules 2025 dataset).

Last column: Mulliken charge in e.
Atoms and positions in Å:
C (-2.2163, -1.9603, 3.1954)  -0.878
O (-0.8575, -1.5018, 3.2622)  -0.364
C (-0.6207, -0.2140, 3.0648)  0.362
C (0.7132, 0.1748, 3.0104)  0.244
B (1.9838, -0.8671, 3.2524)  0.640
F (1.7245, -1.5002, 4.4668)  -0.360
F (1.9773, -1.7217, 2.1483)  -0.376
F (3.0962, -0.0131, 3.2943)  -0.428
S (0.7889, 1.8511, 2.5527)  -0.252
C (-0.9217, 2.0364, 2.4981)  -0.507
C (-1.5817, 0.8727, 2.8382)  -0.825
H (-2.1558, -3.0516, 3.1804)  0.245
H (-2.7741, -1.6400, 4.0883)  0.337
H (-2.7296, -1.6054, 2.2881)  0.343
H (-1.3287, 3.0407, 2.4825)  0.727
H (-2.6610, 0.7266, 2.8877)  0.423
C (-3.4377, 3.0959, 0.8532)  -1.502
C (-2.0752, 3.1766, 0.3017)  -0.030
N (-1.4971, 4.3313, -0.0156)  0.488
C (-0.5002, 4.4945, -1.0187)  0.092
C (-0.1044, 3.6229, -2.0150)  -0.498
C (0.8022, 4.1003, -2.9818)  -0.736
C (1.2959, 5.4147, -2.9234)  -0.619
C (0.8770, 6.2924, -1.9198)  -0.493
C (-0.0418, 5.8273, -0.9836)  0.693
C (-0.7379, 6.5047, 0.0709)  0.292
C (-1.6521, 5.5888, 0.6488)  0.637
C (-2.4441, 5.9562, 1.7233)  -0.178
C (-2.3254, 7.2744, 2.2096)  -0.957
C (-1.4277, 8.1843, 1.6272)  -0.606
C (-0.6244, 7.8084, 0.5460)  -0.545
H (-3.8524, 2.1218, 0.5591)  0.344
H (-3.4316, 3.1283, 1.9477)  0.340
H (-4.1115, 3.8838, 0.4864)  0.493
H (-1.5731, 2.2884, -0.0759)  0.446
H (-0.5010, 2.6119, -2.0271)  0.372
H (1.1259, 3.4507, -3.7928)  0.391
H (2.0059, 5.7618, -3.6714)  0.385
H (1.2222, 7.3245, -1.8409)  0.376
H (-3.1313, 5.2456, 2.1689)  0.324
H (-2.9383, 7.6010, 3.0489)  0.395
H (-1.3502, 9.1987, 2.0153)  0.388
H (0.0891, 8.4732, 0.0558)  0.378

Force components x, y, z for each atom (eV/Å):
C 0.58 0.19 0.21
O -1.49 -1.39 0.16
C -0.34 2.56 -0.58
C -0.96 0.93 -0.50
B -0.85 1.25 -0.20
F 0.52 -0.30 -0.10
F 0.47 -0.33 0.18
F 0.64 -0.46 0.06
S -0.03 -1.03 0.37
C -0.16 0.49 0.04
C 0.88 -1.74 -0.09
H -0.05 0.24 0.00
H 0.07 -0.02 -0.21
H 0.20 -0.04 0.16
H 0.07 -0.11 0.27
H 0.27 0.23 0.04
C -0.51 -0.51 0.33
C 0.76 0.66 -0.73
N -0.40 -0.91 0.69
C 0.77 0.85 -0.52
C 0.18 0.01 -0.11
C -0.16 0.18 0.44
C -0.17 -0.10 0.20
C -0.21 -0.32 0.13
C 0.34 -0.75 -0.72
C -0.71 0.19 0.88
C 0.38 1.06 -0.18
C -0.05 0.23 0.14
C 0.27 -0.19 -0.40
C -0.05 -0.18 -0.11
C -0.23 -0.52 0.03
H 0.11 0.25 0.21
H -0.10 -0.06 -0.07
H 0.44 -0.08 0.04
H -0.27 0.18 -0.15
H 0.20 0.07 -0.27
H -0.09 0.08 0.27
H -0.17 -0.15 0.13
H 0.02 -0.34 -0.25
H 0.07 0.32 0.09
H 0.15 -0.18 -0.22
H -0.09 -0.27 -0.02
H -0.28 -0.01 0.36

Properties
E_LUMO = -2.381 eV
Charge = 0
HOMO energy = -7.16 eV
Orbital gap = 4.783 eV
Relative energy (zero: lowest compared OMol25 entry of this formula, charge and spin) = 23.1 kcal per mole

***

[4]
# CHCl3FOP

A structure of composition CHCl3FOP (ωB97M-V/def2-TZVPD, the Open Molecules 2025 dataset).

Last column: Mulliken charge in e.
Atoms and positions in Å:
C (-0.7095, -0.4897, -0.1555)  0.078
O (2.0886, -0.7637, 0.6889)  -0.354
F (-1.4147, 1.9872, 0.9074)  -0.754
P (1.0921, 0.1992, 0.2619)  0.781
Cl (-0.2426, -1.1509, -1.6364)  -0.059
Cl (-0.9264, -1.6815, 1.0222)  -0.059
Cl (1.7326, 1.5976, -1.0265)  -0.044
H (-1.6201, 0.3017, -0.0621)  0.411

Force components x, y, z for each atom (eV/Å):
C -1.15 2.37 1.53
O -0.07 0.41 0.56
F 0.92 -1.07 -0.38
P -1.42 1.10 -1.32
Cl -0.04 -0.64 -2.24
Cl -0.48 -1.16 1.23
Cl -0.39 -0.47 0.85
H 2.63 -0.56 -0.21

Properties
E_LUMO (alpha / beta) = -3.618 / -3.680 eV
Charge = 0
HOMO energy (alpha / beta) = -9.66 / -9.35 eV
Orbital gap (alpha / beta) = 6.038 / 5.673 eV
Relative energy (zero: lowest compared OMol25 entry of this formula, charge and spin) = 133.2 kcal per mole